Molecular formula: C5H8BrF
Method: DFT, ωB97M-V with the def2-TZVPD basis set

Summary:
highest occupied orbital energy: -7.7440 eV
relative energy (zero: lowest compared OMol25 entry of this formula, charge and spin): 35.4 kcal per mole
net charge: 0
multiplicity: 1
frontier orbital gap: 8.5 eV

XYZ file:
```
15
Properties=species:S:1:pos:R:3:mulliken_charge:R:1
C -0.464 -0.826 1.009 -0.53
C 0.346 -0.278 -0.159 0.82
C -0.994 0.594 0.980 0.20
C -0.286 -0.565 -1.464 -1.46
C 1.549 0.529 0.057 -1.20
F -0.476 1.557 1.837 -0.29
Br -2.526 1.155 0.160 -0.13
H -1.102 -1.641 0.811 0.35
H 0.105 -0.907 1.898 0.29
H -0.374 -1.618 -1.606 0.32
H 0.184 -0.119 -2.268 0.42
H -1.387 -0.241 -1.573 0.24
H 1.707 1.285 -0.684 0.38
H 2.430 -0.076 0.061 0.32
H 1.288 1.151 0.941 0.29
```